A 4-piece molecular cluster, C29H52BIN3O7 overall. Source: OMol25; level of theory: ωB97M-V with the def2-TZVPD basis set.

Each line ends with the Mulliken charge.
CARTESIAN COORDINATES (ANGSTROEM)
C (1.9508, -3.4895, 4.2773)  -0.16
C (2.1785, -2.5844, 3.5213)  -2.49
C (2.2696, -1.3914, 2.6320)  3.41
C (2.5249, -0.1824, 3.5847)  -0.83
C (3.7019, -0.3992, 4.5505)  -0.63
O (4.8113, -0.1154, 4.2875)  -0.37
I (3.3794, -1.1962, 6.5559)  0.01
C (0.8976, -1.3070, 1.8575)  -0.29
C (0.0493, -0.0413, 2.1317)  -2.03
C (0.5518, 1.2682, 1.4665)  -0.55
N (-0.5791, 1.9340, 0.7957)  0.35
C (-0.1134, 2.8208, -0.2928)  -0.67
C (0.0210, 1.9491, -1.5829)  -0.73
C (-1.4144, 2.6375, 1.7364)  0.50
C (-2.6264, 1.9884, 2.3692)  -1.03
O (-1.1686, 3.7844, 1.9949)  -0.53
C (0.9663, -1.4999, 0.3293)  -1.82
N (2.1835, -0.9783, -0.3673)  0.38
C (3.4014, -0.7607, 0.4682)  -0.21
C (4.6304, -0.8492, -0.4674)  -0.34
C (5.9058, -0.2628, 0.1265)  -0.24
O (6.8827, -0.2637, -0.5639)  -0.53
N (5.9299, 0.3047, 1.4475)  0.41
C (6.2054, 1.7574, 1.3314)  -1.07
C (7.0353, -0.2873, 2.2204)  -1.20
C (3.5184, -1.6579, 1.7070)  -0.40
B (3.7843, -3.2154, 1.4167)  0.84
C (3.0929, -4.0710, 0.2503)  -0.95
O (4.7028, -3.8614, 2.2050)  -0.69
H (1.7815, -4.0376, 5.1719)  0.53
H (2.7172, 0.7105, 2.9825)  0.31
H (1.6599, 0.0059, 4.2226)  0.85
H (0.2944, -2.1365, 2.2282)  0.62
H (-0.9279, -0.2517, 1.6848)  1.10
H (-0.1629, 0.1081, 3.1919)  0.67
H (0.8913, 1.9522, 2.2626)  0.48
H (1.3901, 1.1391, 0.7814)  0.18
H (0.8454, 3.2552, 0.0114)  0.29
H (-0.8446, 3.5984, -0.4995)  0.54
H (-0.2747, 2.4991, -2.4737)  0.50
H (-0.6227, 1.0797, -1.4310)  0.06
H (1.0694, 1.6204, -1.6429)  0.10
H (-3.0973, 2.7346, 3.0078)  0.42
H (-3.3796, 1.6984, 1.6295)  0.07
H (-2.3988, 1.1090, 2.9769)  0.28
H (0.8289, -2.5376, 0.0421)  0.32
H (0.1058, -0.9849, -0.0973)  0.37
H (2.4255, -1.6302, -1.1162)  0.71
H (1.9608, -0.1027, -0.8462)  0.46
H (3.3967, 0.2762, 0.8241)  0.22
H (4.3978, -0.2319, -1.3487)  0.53
H (4.7959, -1.8590, -0.8547)  0.35
H (5.7190, 2.3157, 2.1349)  0.27
H (5.8781, 2.1467, 0.3635)  0.39
H (7.2809, 1.9548, 1.4115)  0.36
H (7.0768, 0.1964, 3.1975)  0.40
H (6.9123, -1.3639, 2.3635)  0.27
H (8.0087, -0.0999, 1.7483)  0.52
H (4.4069, -1.2949, 2.2358)  -0.61
H (3.2350, -3.5997, -0.7321)  0.28
H (3.5692, -5.0556, 0.2131)  0.47
H (2.0370, -4.2585, 0.4678)  0.25
H (5.3053, -4.3802, 1.6604)  0.32
C (-3.6506, -2.5307, -2.1103)  -0.99
C (-2.1972, -2.2108, -1.9217)  0.93
O (-1.6439, -2.3512, -0.8481)  -0.55
C (-1.4481, -1.6993, -3.1276)  -0.95
H (-4.0704, -2.8852, -1.1715)  0.29
H (-4.1889, -1.6320, -2.4161)  0.09
H (-3.7680, -3.3103, -2.8648)  0.41
H (-1.8990, -0.7701, -3.4806)  0.26
H (-1.4694, -2.4448, -3.9233)  0.46
H (-0.4098, -1.5052, -2.8566)  0.06
C (-5.8952, 1.1175, -0.6399)  -0.92
C (-6.8641, 0.3463, -1.5038)  0.80
O (-6.5658, -0.7223, -1.9852)  -0.51
C (-8.2195, 0.9660, -1.7404)  -1.24
H (-4.9660, 0.5560, -0.5509)  0.11
H (-5.6785, 2.0863, -1.0943)  0.34
H (-6.3167, 1.2612, 0.3564)  0.42
H (-8.1105, 1.9304, -2.2383)  0.28
H (-8.7399, 1.0987, -0.7908)  0.41
H (-8.8104, 0.3085, -2.3750)  0.32
C (-6.0768, 1.5734, -4.7472)  -0.68
C (-5.0157, 2.6455, -4.7076)  0.82
O (-3.8658, 2.3827, -4.4312)  -0.56
C (-5.4474, 4.0552, -5.0245)  -1.11
H (-5.6276, 0.6137, -4.4987)  0.17
H (-6.8547, 1.7975, -4.0185)  -0.05
H (-6.5105, 1.5104, -5.7461)  0.44
H (-6.2030, 4.3844, -4.3090)  0.30
H (-5.8526, 4.1027, -6.0362)  0.33
H (-4.5884, 4.7198, -4.9587)  0.32

Properties
Strongest force on any atom   1.89 eV/A
Gap between HOMO and LUMO   9.05 eV
LUMO level   -2.51 eV
Charge   +1

C29H53FNO11S5 as an isolated structure. Source: OMol25; level of theory: ωB97M-V with the def2-TZVPD basis set.

Each line ends with the Mulliken charge.
CARTESIAN COORDINATES (ANGSTROEM)
C (1.9668, -1.6659, -1.7025)  -0.84
C (0.8298, -0.8429, -1.1565)  0.73
O (-0.3302, -0.7959, -1.6775)  -0.57
N (1.0918, 0.0421, 0.1455)  0.49
H (0.1328, -0.0359, 0.7035)  0.64
H (2.0728, -0.3069, 0.3905)  0.37
C (1.3448, 1.5161, -0.1755)  -0.68
H (2.8458, -1.3859, -1.0255)  0.32
H (2.1898, -1.6039, -2.9365)  -0.04
H (1.9558, -2.6969, -1.7915)  0.42
H (1.6098, 2.2411, 0.8165)  0.10
H (0.3128, 1.6011, -0.5655)  0.41
H (2.2168, 1.6281, -0.9875)  0.15
F (2.1208, 4.4621, -3.2595)  -0.34
C (1.9228, 3.2661, -3.7645)  0.48
C (2.8978, 2.3071, -3.9455)  -0.92
C (2.5218, 1.0631, -4.4825)  -0.22
C (1.2088, 0.9021, -4.9065)  -0.56
C (0.1978, 1.8431, -4.6445)  -0.43
C (0.5418, 3.0421, -4.0495)  -0.78
H (3.9078, 2.5751, -3.7915)  0.52
H (3.3008, 0.3381, -4.5945)  0.50
H (0.9988, 0.0641, -5.4415)  0.65
H (-0.7472, 1.4751, -5.1625)  0.29
H (-0.1732, 3.5231, -3.6855)  0.84
C (-0.0472, 1.4991, 5.7135)  -0.44
C (0.5478, 0.2041, 6.3395)  -0.76
C (1.2408, -0.5069, 5.3065)  -0.89
S (1.7298, 0.6561, 3.9605)  1.06
O (0.9518, 0.4541, 2.6885)  -0.53
O (3.1968, 0.7471, 3.8915)  -0.79
C (1.0048, 2.0121, 4.6095)  -0.25
H (-0.5082, 2.1841, 6.1995)  0.89
H (-0.8132, 1.3231, 5.1915)  -0.52
H (-0.0762, -0.4959, 6.6355)  0.51
H (1.1858, 0.5031, 7.2065)  0.26
H (0.7628, -1.3029, 4.8575)  0.25
H (2.0998, -0.9749, 5.5475)  0.71
H (0.3918, 2.7441, 4.0325)  0.01
H (1.9188, 2.5541, 4.9705)  0.39
C (2.7608, -5.8239, -4.7785)  -0.98
C (3.4568, -5.3349, -6.0595)  -0.57
C (3.4018, -4.0019, -6.2895)  -0.87
S (1.6658, -3.7379, -6.0285)  1.02
O (0.9018, -4.2659, -7.2075)  -0.71
O (1.3218, -2.4209, -5.5875)  -0.57
C (1.3948, -4.9479, -4.7325)  -0.42
H (3.4608, -5.7169, -3.9005)  0.29
H (2.5718, -6.7529, -4.7445)  0.56
H (3.0178, -5.6699, -7.0325)  0.32
H (4.4268, -5.6039, -6.3205)  0.49
H (3.6128, -3.7169, -7.1815)  0.58
H (3.9118, -3.2989, -5.6215)  0.28
H (0.6668, -5.7259, -4.8815)  0.36
H (1.2688, -4.4029, -3.8495)  0.20
C (-2.7382, -4.2509, 1.4975)  -0.49
C (-2.0722, -5.1459, 2.4475)  -0.71
C (-0.7312, -4.5529, 2.6435)  -0.75
S (-0.2282, -3.8909, 1.1605)  1.06
O (0.4998, -4.8859, 0.5045)  -0.74
O (0.3158, -2.5269, 1.3115)  -0.57
C (-1.7592, -3.8959, 0.3415)  -0.66
H (-3.2572, -3.2219, 1.9455)  -0.13
H (-3.6952, -4.6179, 1.2195)  0.64
H (-2.0992, -6.2029, 1.7675)  0.18
H (-2.4492, -5.6149, 3.3055)  0.52
H (-0.0002, -5.2339, 2.9785)  0.51
H (-0.7942, -3.8129, 3.2705)  0.25
H (-1.9152, -4.6089, -0.3675)  0.62
H (-2.2442, -2.9799, 0.0375)  0.26
C (-1.1812, 6.9321, 1.4195)  -0.47
C (-2.3082, 6.4131, 0.4605)  -1.12
C (-2.1622, 5.1211, 0.2345)  0.08
S (-0.4862, 4.7311, 0.3905)  1.22
O (0.0868, 4.5351, -0.8995)  -0.67
O (-0.4572, 3.5851, 1.2795)  -0.55
C (0.0758, 6.2191, 1.1455)  -1.09
H (-1.6962, 6.8261, 2.4165)  0.24
H (-1.1272, 8.0201, 1.1085)  0.31
H (-2.0412, 6.9801, -0.4785)  0.33
H (-3.2812, 6.7641, 0.7025)  0.45
H (-2.5352, 4.8711, -0.6925)  0.67
H (-2.6772, 4.5031, 1.1205)  -0.45
H (0.6348, 6.7801, 0.6145)  0.69
H (0.8108, 6.2981, 2.0505)  0.34
C (-2.9632, 1.4931, 3.3785)  -0.38
C (-3.8292, 1.9921, 2.2935)  -0.81
C (-3.4232, 1.4061, 1.1085)  -0.81
S (-2.6592, -0.1319, 1.4325)  1.13
O (-1.3322, 0.1191, 0.9945)  -0.51
O (-3.4332, -1.2639, 1.0485)  -0.91
C (-2.7602, -0.0319, 3.1855)  -0.21
H (-3.3142, 1.6831, 4.2855)  1.07
H (-1.9872, 2.0651, 3.4065)  -0.51
H (-3.7472, 3.0391, 2.3025)  0.45
H (-4.9032, 1.7191, 2.4855)  0.21
H (-3.0052, 2.2031, 0.5145)  0.06
H (-4.2792, 1.0751, 0.5115)  0.47
H (-1.6892, -0.3909, 3.2725)  0.07
H (-3.5242, -0.8489, 3.5995)  0.30

Properties
Strongest force on any atom   9.68 eV/A
Relative energy (zero: lowest compared OMol25 entry of this formula, charge and spin)   82.5 kcal per mole
Gap between HOMO and LUMO   8.59 eV
LUMO level   -1.88 eV
Charge   +1

C29H53N2O5PS2 as an isolated structure. Source: OMol25; level of theory: ωB97M-V with the def2-TZVPD basis set.

Each line ends with the Mulliken charge.
CARTESIAN COORDINATES (ANGSTROEM)
C (4.0432, -0.6197, 1.1045)  -1.12
C (3.8022, 0.6818, 0.2584)  0.78
C (4.5677, 0.9962, -0.9656)  -0.52
C (4.3057, 2.1982, -1.7613)  -0.54
C (3.2382, 3.1341, -1.3425)  -0.53
C (2.4839, 2.8077, -0.1263)  0.43
C (1.2917, 3.7449, 0.3597)  -0.99
C (0.0097, 2.8169, 0.3746)  0.56
C (-0.3533, 2.2022, -0.8972)  -0.68
C (-1.5394, 1.2524, -1.0188)  -0.72
C (-2.3712, 0.9404, 0.1570)  -0.01
P (-3.8668, -0.1916, 0.0246)  0.41
S (-4.3596, -1.0295, 1.7187)  -0.42
C (-1.9786, 1.5747, 1.4735)  0.42
N (-2.5535, 1.4377, 2.7331)  -0.48
S (-1.6550, 2.3607, 3.7994)  0.13
N (-0.4649, 3.0723, 2.8266)  -0.62
C (-0.8014, 2.5191, 1.6006)  0.78
C (2.7238, 1.6021, 0.7129)  -0.44
H (3.5220, -1.4591, 0.5500)  0.29
H (3.5510, -0.4991, 2.1023)  0.27
H (5.1511, -0.7790, 1.1698)  0.26
H (5.3615, 0.2582, -1.2646)  0.34
H (4.8510, 2.4423, -2.7102)  0.32
H (2.9568, 4.0602, -1.9147)  0.32
H (1.1919, 4.6009, -0.3644)  0.35
H (1.5074, 4.1918, 1.3657)  0.35
H (0.2369, 2.3648, -1.8351)  0.42
H (-1.8209, 0.7707, -1.9875)  0.24
H (-4.9558, 0.6736, -0.3231)  0.15
H (-3.7281, -1.1418, -1.0367)  0.07
H (2.1267, 1.3921, 1.6407)  0.25
C (-3.7715, 3.1848, -4.6731)  -1.41
C (-3.8881, 1.6851, -4.4560)  1.01
C (-4.7219, 1.0302, -5.5467)  -1.40
O (-4.4871, 1.4338, -3.1847)  -0.35
H (-4.7577, 3.6593, -4.6488)  0.43
H (-3.1800, 3.6423, -3.8769)  0.32
H (-3.2996, 3.4097, -5.6321)  0.32
H (-2.8908, 1.2384, -4.4383)  -0.22
H (-5.7401, 1.4312, -5.5523)  0.45
H (-4.8061, -0.0452, -5.3717)  0.27
H (-4.2790, 1.1900, -6.5325)  0.32
H (-5.3701, 1.8242, -3.1873)  0.28
C (-7.7368, -3.6805, -0.8870)  -1.30
C (-7.2219, -2.5299, -1.7379)  0.41
C (-5.9649, -2.9240, -2.4989)  -1.00
O (-6.9398, -1.4104, -0.9027)  -0.50
H (-6.9923, -3.9767, -0.1420)  0.32
H (-8.6322, -3.3804, -0.3384)  0.31
H (-7.9789, -4.5500, -1.5029)  0.40
H (-7.9964, -2.2198, -2.4437)  0.30
H (-5.1606, -3.1950, -1.8073)  0.27
H (-5.6001, -2.0847, -3.0971)  0.10
H (-6.1534, -3.7707, -3.1630)  0.41
H (-6.2533, -1.6755, -0.2715)  0.17
C (6.7557, -3.3026, 5.0113)  -1.32
C (6.4531, -2.0976, 4.1340)  0.49
C (7.4193, -0.9558, 4.4105)  -1.26
O (5.1183, -1.6591, 4.3734)  -0.46
H (6.6539, -3.0477, 6.0705)  0.28
H (6.0482, -4.1102, 4.8103)  0.33
H (7.7686, -3.6736, 4.8375)  0.39
H (6.5153, -2.3846, 3.0812)  0.29
H (7.3401, -0.6224, 5.4496)  0.30
H (7.1839, -0.0937, 3.7819)  0.30
H (8.4519, -1.2566, 4.2187)  0.39
H (5.0514, -1.4025, 5.3042)  0.26
C (2.0295, -1.1023, 7.1601)  -1.18
C (2.8909, -2.1437, 7.8573)  0.46
C (2.4632, -2.3375, 9.3035)  -1.34
O (4.2590, -1.7349, 7.8165)  -0.52
H (2.1200, -0.1291, 7.6529)  0.33
H (2.3547, -0.9655, 6.1260)  0.24
H (0.9777, -1.3959, 7.1595)  0.37
H (2.8218, -3.0940, 7.3235)  0.28
H (2.5684, -1.4063, 9.8688)  0.36
H (3.0967, -3.0796, 9.7945)  0.32
H (1.4243, -2.6681, 9.3670)  0.38
H (4.3331, -0.8945, 8.2861)  0.33
C (-0.9080, -0.4022, -6.5908)  -1.26
C (-0.8235, 1.0913, -6.8655)  0.69
C (0.2148, 1.4010, -7.9324)  -1.50
O (-0.4846, 1.7769, -5.6599)  -0.49
H (0.0494, -0.7854, -6.2248)  0.37
H (-1.6493, -0.6082, -5.8146)  0.26
H (-1.1830, -0.9548, -7.4918)  0.38
H (-1.8007, 1.4615, -7.1855)  0.12
H (1.2102, 1.0790, -7.6117)  0.37
H (0.2720, 2.4772, -8.1105)  0.35
H (-0.0260, 0.9033, -8.8743)  0.38
H (0.3782, 1.4563, -5.3685)  0.33

Properties
Strongest force on any atom   4.53 eV/A
Relative energy (zero: lowest compared OMol25 entry of this formula, charge and spin)   0.0 kcal per mole
Gap between HOMO and LUMO   7.31 eV
LUMO level   -1.02 eV
Charge   0